2 unconnected molecules or ions with the total composition C4H14NO2, computed with ωB97M-V/def2-TZVPD.

Geometry (Å):
N (-0.395, -0.746, -0.183)
H (-1.737, -0.595, 2.733)
H (-0.277, 3.174, -0.132)
H (2.396, -1.590, 0.972)
H (0.232, -2.605, 0.540)
C (2.025, -1.527, -0.043)
H (1.249, 1.340, -0.427)
H (-0.269, -0.282, 0.705)
H (-1.300, -1.179, -0.062)
H (2.191, -0.528, -0.437)
O (-0.561, 2.260, -0.186)
H (0.377, -2.453, -1.156)
C (0.562, -1.911, -0.237)
O (-1.382, 0.232, 2.374)
H (-1.994, 0.873, 2.749)
H (-1.381, 0.460, -1.636)
H (2.606, -2.241, -0.618)
C (-0.378, 0.205, -1.322)
H (0.131, -0.284, -2.150)
H (0.560, 1.971, -1.909)
C (0.325, 1.506, -0.982)

Properties
Total energy = -9953.672 eV
Frontier orbital gap = 11.52 eV
Net charge = +1
2S+1 = 1

natural (NBO) population analysis, charges in e, atoms 1 to 6:
1. N -0.50
2. H 0.48
3. H 0.49
4. H 0.24
5. H 0.23
6. C -0.64